# 1
# C36H35N5O2P2Se2Ti

A molecular structure, C36H35N5O2P2Se2Ti (ωB97M-V/def2-TZVPD, the Open Molecules 2025 dataset).

```
83
Properties=species:S:1:pos:R:3:forces:R:3:lowdin_charge:R:1
Ti -0.2850 -0.1926 0.0199 0.0 0.7 0.6 0.744
C -0.8948 1.4479 1.7562 -0.1 0.0 -0.1 -0.153
C -0.3160 0.3914 2.4831 0.0 -0.1 -0.1 -0.150
C 1.0453 0.3259 2.1384 0.1 -0.2 0.0 -0.203
C 1.3069 1.3330 1.1920 0.1 0.0 -0.2 -0.174
C 0.1079 2.0281 0.9459 0.0 0.1 -0.1 -0.163
H -1.9246 1.7688 1.8104 0.1 0.0 0.0 0.117
H -0.8359 -0.2840 3.1448 0.0 0.0 0.0 0.116
H 1.7565 -0.3947 2.5127 -0.1 0.1 0.0 0.078
H 2.2567 1.5356 0.7180 -0.1 0.0 0.1 0.102
H -0.0106 2.8732 0.2845 0.0 -0.1 0.1 0.108
C -3.6400 2.5198 -1.8058 0.0 0.0 -0.1 0.005
C -2.7200 1.5161 -1.2012 0.1 -0.1 0.0 -0.243
N -1.4433 1.4927 -1.3525 0.1 0.1 -0.1 -0.020
O -0.9168 2.5088 -2.1097 -0.3 0.0 0.0 -0.037
C -3.2290 0.4170 -0.3408 0.2 0.0 0.0 -0.251
C -4.6535 0.0459 -0.1093 -0.1 0.0 -0.1 0.004
N -2.2212 -0.1948 0.1397 -0.2 -0.2 0.1 -0.278
O -1.9675 -1.2492 0.8182 -0.3 -0.2 0.1 -0.142
H -3.1239 3.1171 -2.5512 0.0 0.0 0.0 0.078
H -4.0374 3.1827 -1.0360 0.0 0.0 0.1 0.096
H -4.4901 2.0216 -2.2722 0.0 0.0 0.0 0.085
H 0.0253 2.2313 -2.2049 0.1 -0.1 0.1 0.052
H -5.1601 0.7864 0.5133 0.0 0.0 0.0 0.089
H -4.6998 -0.9179 0.3936 0.0 0.0 0.0 0.086
H -5.2044 -0.0225 -1.0483 0.0 0.0 0.0 0.084
Se 5.6375 -2.0851 -3.3321 0.0 0.0 0.0 0.376
P 4.6284 -0.2725 -3.6272 -0.1 0.0 0.0 0.534
C 5.6310 1.1932 -3.2786 0.0 -0.1 0.0 -0.355
C 5.6016 1.7948 -2.0268 -0.1 0.0 0.1 -0.080
C 6.4398 2.8605 -1.7468 0.0 0.0 0.0 -0.074
C 7.3143 3.3266 -2.7164 0.0 0.0 0.0 -0.081
C 7.3542 2.7205 -3.9640 0.0 0.0 0.0 -0.076
C 6.5191 1.6534 -4.2434 0.0 0.0 -0.1 -0.085
C 4.0175 -0.0465 -5.3244 0.0 0.0 0.0 -0.352
C 4.0157 -1.1226 -6.2014 0.1 -0.1 0.1 -0.114
C 3.5268 -0.9692 -7.4891 0.0 0.0 -0.1 -0.080
C 3.0418 0.2595 -7.9045 0.0 0.0 0.0 -0.081
C 3.0439 1.3392 -7.0307 0.0 0.0 -0.1 -0.074
C 3.5270 1.1890 -5.7446 0.0 0.1 0.1 -0.089
C 3.1557 -0.0016 -2.6133 0.1 0.0 0.0 -0.403
C 2.4318 -0.7060 -1.6472 0.1 -0.2 0.0 -0.385
N 1.4150 0.0990 -1.2957 0.0 -0.1 -0.2 -0.135
N 1.4983 1.2097 -1.9973 -0.2 0.2 0.0 -0.031
N 2.5304 1.1742 -2.7947 0.1 0.0 0.0 0.053
P 2.5352 -2.3253 -0.8760 -0.1 0.1 0.0 0.689
Se 1.0184 -2.5273 0.6425 0.1 0.1 -0.2 0.557
C 4.1618 -2.4521 -0.1127 0.1 -0.1 0.0 -0.383
C 4.9960 -3.5457 -0.2986 0.0 0.0 0.0 -0.130
C 6.2196 -3.5967 0.3510 0.0 0.1 0.0 -0.073
C 6.6158 -2.5494 1.1678 0.0 -0.1 0.0 -0.071
C 5.7835 -1.4540 1.3505 0.1 0.0 0.1 -0.068
C 4.5543 -1.4099 0.7226 -0.1 0.0 -0.1 -0.092
C 2.3275 -3.5726 -2.1588 0.0 0.1 0.0 -0.362
C 2.1066 -3.2242 -3.4856 0.0 0.1 0.0 -0.092
C 1.8910 -4.2106 -4.4332 0.0 0.0 0.0 -0.064
C 1.9026 -5.5441 -4.0619 0.0 0.0 0.1 -0.069
C 2.1061 -5.8951 -2.7337 0.0 0.0 -0.1 -0.069
C 2.3025 -4.9127 -1.7825 0.0 0.0 0.1 -0.107
H 4.9189 1.4361 -1.2673 0.0 0.0 0.0 0.098
H 6.4090 3.3295 -0.7735 0.0 0.0 0.0 0.104
H 7.9661 4.1624 -2.5027 0.0 0.0 0.0 0.103
H 8.0382 3.0781 -4.7198 0.0 0.0 0.0 0.104
H 6.5608 1.1810 -5.2166 0.0 0.0 0.0 0.113
H 4.4118 -2.0746 -5.8678 0.0 0.0 0.0 0.054
H 3.5300 -1.8085 -8.1699 0.0 -0.1 0.0 0.103
H 2.6636 0.3790 -8.9095 0.0 0.0 -0.1 0.102
H 2.6661 2.2999 -7.3505 0.0 0.0 0.0 0.105
H 3.5125 2.0276 -5.0621 0.0 0.0 0.0 0.101
H 4.7108 -4.3434 -0.9715 0.0 0.0 0.0 0.094
H 6.8696 -4.4466 0.2010 0.0 0.0 0.0 0.108
H 7.5769 -2.5859 1.6616 0.0 0.0 0.0 0.105
H 6.0931 -0.6373 1.9878 0.0 0.0 0.0 0.107
H 3.8959 -0.5637 0.8812 0.0 0.0 0.0 0.098
H 2.0879 -2.1865 -3.7893 0.0 0.0 0.0 0.096
H 1.7162 -3.9335 -5.4638 0.0 0.0 0.0 0.108
H 1.7396 -6.3133 -4.8022 0.0 -0.1 -0.1 0.105
H 2.0970 -6.9335 -2.4401 0.0 -0.1 0.0 0.106
H 2.4190 -5.1911 -0.7426 0.0 0.0 0.0 0.107
C -0.8542 -1.2535 -1.8052 0.1 -0.1 0.0 -0.180
H -0.3586 -2.2299 -1.8209 -0.1 0.1 -0.1 -0.030
H -0.5516 -0.6853 -2.6888 0.0 0.0 0.0 0.008
H -1.9303 -1.4327 -1.8530 0.1 0.0 0.0 0.014
```
Forces are in eV/Å.

Multiplicity: 1
Relative energy (zero: lowest compared OMol25 entry of this formula, charge and spin): 0.7 kJ/mol
Calculated total energy: -221830.606 eV
Frontier orbital gap: 8.22 eV

***

# 2
# C28H41FMgN6O9SSi2

A molecular structure, C28H41FMgN6O9SSi2 at a distorted geometry (ωB97M-V/def2-TZVPD, the Open Molecules 2025 dataset).

```
89
Properties=species:S:1:pos:R:3:forces:R:3:lowdin_charge:R:1
C 0.7824 8.2579 0.8116 0.0 -0.1 -0.2 0.098
C -0.3630 7.9935 1.0318 0.1 -0.2 -0.2 -0.241
C -1.7220 7.5259 1.2086 0.0 0.3 -0.1 -0.254
Si -2.4854 6.9041 -0.4109 1.0 -0.3 0.7 0.517
C -1.2795 7.0892 -1.8288 -0.3 -0.6 -0.4 -0.236
C -1.6864 6.2490 -3.0686 0.1 0.4 -0.2 -0.249
C -0.6959 5.1350 -3.4011 -0.5 0.0 0.6 -0.338
C -0.7625 3.9072 -2.4790 0.6 0.2 0.1 -0.471
S 0.9139 3.4572 -1.8786 0.1 -0.4 -0.2 0.997
C 0.6913 3.5590 -0.1586 -0.1 0.2 -0.2 -0.684
N 0.1317 4.5208 0.4647 -0.5 1.0 -0.2 0.071
N 0.1341 4.1888 1.7915 -0.4 0.5 0.7 0.083
C 0.7203 3.0582 1.8769 -0.2 0.4 0.4 -0.178
O 1.1026 2.5997 0.6871 0.6 -1.2 -0.7 0.047
O -2.8675 5.2833 -0.1908 -1.0 1.0 -0.5 -0.397
Si -4.4078 4.7403 -0.5639 0.4 -0.9 -0.2 0.406
N -4.2611 3.1710 -1.3082 0.0 0.5 0.7 -0.090
H 1.7918 8.3911 0.5345 0.3 0.2 0.1 0.021
H -1.6934 6.7020 1.9139 -0.2 -0.3 0.2 0.078
H -2.3129 8.3280 1.6448 -0.3 0.0 0.1 0.079
H -3.7032 7.6804 -0.7215 -0.1 -0.1 0.0 0.013
H -1.2530 8.1360 -2.1165 0.0 0.2 0.1 0.083
H -0.2654 6.8295 -1.5470 0.2 0.0 0.4 0.069
H -2.7082 5.8811 -2.9769 -0.1 -0.3 -0.1 0.086
H -1.6993 6.9162 -3.9272 -0.1 0.1 -0.2 0.107
H 0.3015 5.5548 -3.3584 0.3 0.0 -0.3 0.100
H -0.8718 4.8198 -4.4600 0.5 0.9 0.7 -0.132
H -1.3759 4.1006 -1.6092 -0.1 0.1 0.2 0.048
H -1.1609 3.0258 -2.9876 -0.1 -0.2 0.0 0.011
H 0.9129 2.5209 2.7798 0.2 -0.4 0.1 0.135
H -5.2271 4.6444 0.6544 0.0 -0.1 0.1 -0.024
H -5.0915 5.6013 -1.5477 0.2 0.2 0.0 -0.025
H -3.5380 3.1680 -2.0147 -0.1 -0.2 -0.2 -0.007
H -4.0184 2.4626 -0.6219 -0.1 -0.3 -0.1 0.014
C -6.5474 1.8785 1.6485 0.0 0.0 0.0 0.014
C -7.6587 2.1513 2.3259 0.0 0.0 0.0 0.034
C -7.9975 1.4122 3.5704 -0.1 0.0 -0.2 -0.364
O -9.0102 1.6504 4.1876 0.1 0.0 0.1 0.130
C -7.0411 0.3713 4.0269 -0.4 -0.6 0.2 0.037
C -5.9159 0.0990 3.3349 0.3 -0.2 -0.2 0.048
C -5.5940 0.8369 2.0982 0.0 0.0 -0.1 -0.368
O -4.5799 0.6090 1.4663 0.1 0.1 0.0 0.102
H -6.2731 2.3922 0.7380 0.0 0.0 -0.1 0.087
H -8.3631 2.9097 2.0091 0.0 0.0 0.0 0.124
H -7.2977 -0.1593 4.9321 0.1 0.1 0.1 0.126
H -5.2147 -0.6607 3.6487 0.0 0.0 0.0 0.130
C 4.9417 -0.7130 1.6971 0.1 0.3 -0.1 -0.097
O 3.7176 -0.4715 2.3749 -0.1 -0.3 -0.1 -0.161
C 2.6706 -0.0515 1.5314 0.1 0.1 0.2 -0.210
C 1.7316 -1.1731 1.1066 0.0 -0.1 -0.2 -0.200
O 2.3662 -2.1424 0.3062 0.1 0.1 0.0 -0.177
C 2.7846 -3.2999 1.0226 -0.1 -0.1 0.0 -0.095
H 5.5685 -1.3168 2.3394 0.0 0.0 0.1 0.063
H 4.7875 -1.2471 0.7569 0.0 -0.1 0.0 0.091
H 5.4463 0.2409 1.4960 -0.1 0.0 -0.1 0.090
H 3.0728 0.4563 0.6483 0.0 0.0 -0.1 0.125
H 2.0848 0.6736 2.1021 -0.1 0.0 0.0 0.095
H 0.9377 -0.7289 0.4949 0.0 0.1 0.1 0.124
H 1.2677 -1.6378 1.9826 0.1 0.0 0.1 0.131
H 1.9368 -3.9780 1.1715 0.0 0.0 0.0 0.089
H 3.2163 -3.0454 1.9879 0.0 0.0 0.0 0.072
H 3.5386 -3.8073 0.4266 0.0 0.0 0.0 0.074
N 3.7089 -6.6809 0.9567 0.0 0.0 -0.1 0.073
C 4.9559 -6.7565 0.4918 0.0 0.1 0.1 -0.133
C 5.4368 -7.8422 -0.2301 -0.1 0.0 0.0 -0.059
C 4.5814 -8.9015 -0.4809 0.0 0.0 0.0 -0.084
C 3.2819 -8.8369 -0.0008 0.0 0.0 0.0 -0.094
C 2.8986 -7.7093 0.7085 -0.1 0.0 0.1 -0.171
H 5.5916 -5.9045 0.7108 0.0 -0.2 -0.1 0.074
H 6.4575 -7.8505 -0.5865 0.0 0.0 0.0 0.105
H 4.9184 -9.7629 -1.0432 0.0 0.0 0.0 0.106
H 2.5800 -9.6408 -0.1763 0.0 0.0 0.0 0.103
H 1.8895 -7.6154 1.0970 0.0 -0.1 0.0 0.105
F -7.4810 -1.9191 3.4322 0.2 0.7 0.0 -0.352
Mg -1.4563 3.5027 -5.5703 -0.4 -1.0 -0.8 0.798
N 2.3468 -7.0871 -2.7428 0.0 0.0 0.0 0.024
C 1.0821 -7.5482 -2.9670 0.0 0.0 0.1 -0.127
C 0.8871 -7.6077 -4.3258 0.0 0.0 -0.1 -0.107
C 2.0856 -7.1677 -4.9411 -0.1 0.0 0.0 -0.107
C 2.9681 -6.8549 -3.9353 0.0 0.0 0.1 -0.124
H 2.7577 -6.9417 -1.8361 0.0 0.0 0.0 0.116
H 0.4296 -7.7939 -2.1471 0.0 0.0 0.0 0.108
H -0.0134 -7.9318 -4.8190 0.0 0.0 0.0 0.090
H 2.2808 -7.0895 -5.9970 0.0 0.0 0.0 0.089
H 3.9797 -6.4892 -3.9692 0.0 0.0 0.0 0.109
N 6.0828 -4.1382 2.5993 -0.1 0.0 0.3 -0.592
O 5.3467 -3.3543 3.2087 0.1 -0.1 0.1 0.063
O 6.2279 -4.0070 1.3749 0.1 0.2 -0.1 0.042
O 6.6586 -5.0409 3.2015 0.0 -0.1 -0.1 0.088
```
Forces are in eV/Å.

Multiplicity: 1
Relative energy (zero: lowest compared OMol25 entry of this formula, charge and spin): 0.0 kJ/mol
Calculated total energy: -91805.656 eV
Frontier orbital gap: 1.11 eV